A molecular structure, C36H41IrNO7P, computed with ωB97M-V with the def2-TZVPD basis set.

Each line ends with the Mulliken spin population.
Cartesian coordinates (Å):
Ir1 0.93795 -0.37598 -0.10257  0.7938
P1 0.20322 1.53355 0.95937  -0.0204
O1 -1.06862 -1.52172 0.14742  0.1060
O2 3.39908 -0.33270 0.80780  0.0361
O3 1.55707 -2.14003 1.57272  0.0128
O4 1.41898 -2.13635 -1.11102  0.0398
O5 1.16069 -4.36786 -1.11999  0.0006
O6 -3.73771 -1.93388 -0.94752  -0.0006
O7 4.71904 -0.82930 2.55880  0.0020
N1 -1.63478 -3.60386 -1.55693  0.0036
C1 0.26168 2.09624 3.71982  0.0004
C2 -2.16314 -3.47500 0.83137  0.0062
C3 1.78101 -3.38813 0.89929  0.0022
C4 0.08078 5.56834 -1.27777  0.0012
C5 -0.87329 4.58775 -1.51895  -0.0007
C6 2.56481 -1.79385 2.49489  -0.0010
C7 -2.31408 -0.10879 -3.82444  0.0014
C8 -2.16143 -4.06133 -0.40310  0.0048
C9 1.17317 4.11136 0.30222  0.0015
C10 -1.49478 -2.21853 1.09221  -0.0293
C11 2.59425 1.80889 -2.15280  0.0344
C12 -4.90158 -1.17754 -0.62569  0.0000
C13 1.95731 -0.25492 -3.44098  0.0024
C14 -1.91236 -2.58098 3.46517  -0.0048
C15 -2.68169 -3.76365 3.18710  0.0021
C16 -0.80101 3.37039 -0.85620  0.0029
C17 2.30231 2.42519 4.95965  0.0003
C18 -1.28880 -0.96974 -4.14064  -0.0006
C19 -1.56424 1.35738 1.34955  -0.0017
C20 1.41005 -3.31098 -0.55904  0.0060
C21 -1.34598 -1.85410 2.47940  -0.0079
C22 -2.94765 -1.55014 -1.98947  -0.0010
C23 0.99353 1.90152 2.54963  -0.0282
C24 -3.15084 -0.40804 -2.75460  0.0011
C25 2.38909 1.97576 2.59651  0.0265
C26 0.66102 1.88417 -3.75073  -0.0018
C27 -2.77548 -4.19574 1.92333  0.0009
C28 1.10600 5.32526 -0.37174  -0.0008
C29 0.21668 3.12627 0.06968  0.0173
C30 3.03943 2.24163 3.79342  -0.0002
C31 3.60035 -0.91412 1.84367  0.0062
C32 -1.08518 -2.10737 -3.36443  0.0013
C33 0.91672 2.35063 4.92106  -0.0003
C34 0.48752 0.51977 -1.69698  0.0993
C35 1.41938 1.00341 -2.72876  -0.0355
C36 -1.89078 -2.39531 -2.27766  -0.0022
H1 3.33160 1.99807 -2.93892  0.0019
H2 0.33809 2.49057 5.82755  -0.0002
H3 1.85724 6.08432 -0.18458  -0.0001
H4 3.03908 -2.66944 2.93360  0.0000
H5 2.80838 2.63461 5.89511  0.0001
H6 -1.98173 2.32167 1.63761  -0.0006
H7 -5.74468 -1.49957 -1.23459  0.0001
H8 -2.07202 0.98050 0.46082  -0.0048
H9 2.83690 -3.66712 0.93942  0.0006
H10 -4.74552 -0.10888 -0.75420  -0.0001
H11 3.08361 1.25243 -1.34339  -0.0288
H12 2.55534 0.08946 -4.28523  -0.0002
H13 2.96283 1.82627 1.68810  0.0116
H14 1.19189 -4.16644 1.36917  0.0002
H15 -3.30937 -5.11881 1.70164  0.0001
H16 2.57718 -0.84918 -2.76997  0.0006
H17 -0.16606 1.33139 -4.21070  -0.0001
H18 -3.15572 -4.31905 3.98736  -0.0002
H19 1.14882 -0.89735 -3.80344  0.0001
H20 5.34093 -0.23380 2.12600  -0.0005
H21 -0.27025 -2.79780 -3.58496  -0.0007
H22 -0.82448 -4.12897 -1.85489  -0.0007
H23 -5.11389 -1.37997 0.41959  0.0001
H24 4.12141 2.30687 3.82353  0.0000
H25 -0.45919 0.13910 -2.11932  -0.0676
H26 -1.67523 4.77240 -2.22298  -0.0001
H27 -0.65906 -0.77128 -5.00275  0.0003
H28 -1.55273 2.61007 -1.06413  0.0016
H29 -2.44993 -5.11563 -0.44621  0.0002
H30 -3.98956 0.24575 -2.54470  -0.0002
H31 0.25246 2.77871 -3.26664  0.0008
H32 -0.82281 2.05809 3.70632  0.0001
H33 0.02516 6.52020 -1.79257  0.0001
H34 2.10902 -1.22142 3.30487  0.0005
H35 -2.49143 0.78304 -4.41422  -0.0006
H36 -1.78270 -2.26022 4.49604  -0.0002
H37 -0.73298 -0.99285 2.71074  0.0088
H38 1.34763 2.20570 -4.54119  0.0006
H39 -1.70746 0.62595 2.14303  0.0045
H40 2.25210 2.77437 -1.76330  -0.0046
H41 1.96945 3.95066 1.02031  0.0005

Atoms 1-2, force components in eV/Å:
-0.466 0.963 -0.222
-0.049 -0.253 0.298

## Properties
Charge ... +1
Highest occupied orbital energy (alpha / beta) ... -10.2142 / -10.2685 eV
2S+1 ... 2
Energy above the lowest of the compared OMol25 structures with the same formula, charge and spin ... 139.3 kJ/mol
Gap between HOMO and LUMO (alpha / beta) ... 7.016 / 7.073 eV
F_max ... 2.9 eV Å⁻¹